{
  "formula": "C16H32Cl16",
  "method": "ωB97M-V/def2-TZVPD",
  "species": ["Cl", "C", "C", "Cl", "H", "H", "H", "H", "Cl", "C", "C", "Cl", "H", "H", "H", "H", "Cl", "C", "C", "Cl", "H", "H", "H", "H", "Cl", "C", "C", "Cl", "H", "H", "H", "H", "Cl", "C", "C", "Cl", "H", "H", "H", "H", "Cl", "C", "C", "Cl", "H", "H", "H", "H", "Cl", "C", "C", "Cl", "H", "H", "H", "H", "Cl", "C", "C", "Cl", "H", "H", "H", "H"],
  "positions_angstrom": [[-1.7595, 0.4547, -3.8749], [-2.8393, -0.5673, -2.9608], [-3.2465, -1.8046, -3.7017], [-4.7109, -1.5259, -4.8351], [-3.6839, 0.0729, -2.6580], [-2.3449, -0.7866, -1.9668], [-3.5343, -2.5118, -2.9266], [-2.4945, -2.2679, -4.3139], [1.9178, 1.6268, 4.8733], [1.8179, -0.0700, 4.3312], [2.9945, -0.8783, 4.7394], [2.7820, -2.4381, 3.8880], [1.8345, 0.0487, 3.2598], [0.8592, -0.3789, 4.6401], [2.9850, -1.0240, 5.8266], [3.9192, -0.4687, 4.3465], [3.9366, 0.7100, 1.8089], [4.0920, 1.1621, 0.0454], [5.2630, 0.3971, -0.6010], [6.7857, 1.0281, 0.1228], [4.1735, 2.2574, 0.0808], [3.1639, 0.9323, -0.4285], [5.2851, 0.4712, -1.6519], [5.2482, -0.6534, -0.3555], [-4.1469, 2.7139, -1.1013], [-3.8878, 3.5416, -2.6662], [-2.3755, 3.8492, -2.7277], [-1.8709, 4.8161, -1.3165], [-4.4303, 4.4751, -2.6601], [-4.3643, 2.8650, -3.3744], [-2.2120, 4.3577, -3.6977], [-1.6818, 2.9496, -2.7177], [-1.5750, 0.8983, 3.9028], [-1.6847, 2.5233, 4.6619], [-1.2911, 3.6209, 3.6720], [-2.4550, 3.7153, 2.3311], [-0.9864, 2.6006, 5.4867], [-2.6906, 2.5708, 5.0441], [-0.3316, 3.3097, 3.3114], [-1.2057, 4.5722, 4.1819], [3.9391, -1.2571, -4.0989], [2.1961, -1.5917, -4.0941], [1.7488, -2.0321, -2.6953], [2.6717, -3.5209, -2.2826], [1.9987, -2.3651, -4.8182], [1.7770, -0.6586, -4.3647], [0.6848, -2.2528, -2.5997], [1.9895, -1.3604, -1.9057], [1.0111, 1.3786, -1.5009], [-0.0411, 1.5308, -0.1118], [0.3905, 0.5465, 0.9289], [-0.0901, -1.1904, 0.4543], [-1.0698, 1.3917, -0.4334], [0.1153, 2.4765, 0.3822], [-0.0551, 0.6791, 1.9346], [1.4732, 0.5460, 1.0357], [-1.8266, -6.1455, 2.3463], [-1.3131, -4.9141, 1.0910], [-2.1779, -4.9111, -0.0683], [-1.6591, -3.7405, -1.2938], [-0.2981, -5.2710, 0.8028], [-1.2397, -3.9805, 1.5758], [-3.2028, -4.6146, 0.1908], [-2.2769, -5.9077, -0.4932]],
  "atomic_forces_ev_per_a": [[0.7, 0.5, -0.6], [-0.2, 0.4, 1.7], [-1.4, -0.1, 0.2], [1.2, -0.1, 0.9], [0.0, -0.5, -0.4], [-0.3, -0.2, -1.2], [-0.4, -0.2, -0.3], [0.4, 0.1, -0.2], [0.3, 0.5, 0.5], [0.4, 1.4, -1.1], [-0.2, -0.4, 0.4], [0.1, -0.3, 0.2], [-0.2, -0.3, -0.3], [-0.8, -0.9, 0.5], [0.4, -0.2, -0.4], [0.1, 0.2, 0.4], [0.1, 0.1, -0.6], [0.8, -0.1, 0.5], [-0.2, 0.7, 2.1], [0.0, -0.1, -0.4], [0.4, -0.5, -0.3], [-0.5, -0.4, -0.2], [0.1, 0.5, -1.2], [-0.3, -0.2, 0.2], [-0.5, -0.3, 0.3], [0.8, -0.3, 1.1], [0.3, -1.3, -1.3], [0.0, 0.3, -0.5], [-0.2, 0.2, 0.1], [0.8, 0.2, -0.5], [0.3, 0.2, 0.7], [-1.3, 0.9, 0.0], [0.0, 0.2, 0.3], [0.2, 0.3, -0.3], [-0.7, -1.1, 0.6], [0.2, 0.2, -0.1], [0.2, -0.4, 0.2], [-0.3, 0.3, 0.0], [0.6, 0.2, -0.6], [-0.2, 0.2, 0.0], [0.5, 0.1, -0.1], [0.1, -0.4, 1.3], [0.4, -0.8, -0.6], [-0.4, -0.2, 0.2], [-0.1, -0.1, -0.2], [-0.9, 0.7, -0.3], [0.1, -0.1, -0.4], [0.2, 0.8, 0.3], [0.2, 0.3, -1.0], [-0.2, -0.5, 1.0], [-0.4, -1.6, 0.7], [0.3, 1.0, 0.2], [0.0, 0.2, 0.1], [-0.2, 0.7, -0.4], [0.1, 0.2, -0.9], [-0.1, -0.1, 0.0], [-0.1, 0.6, -0.6], [2.4, -1.8, 1.1], [-2.6, -0.4, -0.8], [0.4, 0.0, -0.2], [-0.6, 0.5, 0.2], [0.0, 1.0, 0.6], [0.3, 0.0, 0.1], [0.3, 0.1, -0.3]],
  "charge": 0,
  "smiles": "ClCCCl.ClCCCl.ClCCCl.ClCCCl.ClCCCl.ClCCCl.ClCCCl.ClCCCl",
  "lumo_ev": 0.40,
  "max_force_ha_per_bohr": 0.062
}

{
  "formula": "C43H87ClF3NO13P2",
  "method": "ωB97M-V/def2-TZVPD",
  "species": ["C", "C", "C", "O", "O", "C", "C", "C", "C", "C", "C", "C", "O", "C", "C", "C", "O", "C", "F", "F", "F", "P", "O", "Cl", "C", "O", "C", "C", "C", "C", "C", "N", "C", "C", "C", "C", "O", "C", "C", "C", "C", "P", "O", "H", "H", "H", "H", "H", "H", "H", "H", "H", "H", "H", "H", "H", "H", "H", "H", "H", "H", "H", "H", "H", "H", "H", "H", "H", "H", "H", "H", "H", "H", "H", "H", "H", "H", "H", "H", "H", "H", "H", "H", "H", "H", "H", "H", "H", "H", "H", "C", "C", "C", "O", "H", "H", "H", "H", "H", "H", "H", "H", "C", "C", "C", "O", "H", "H", "H", "H", "H", "H", "H", "H", "C", "C", "C", "O", "H", "H", "H", "H", "H", "H", "H", "H", "C", "C", "C", "O", "H", "H", "H", "H", "H", "H", "H", "H", "C", "C", "C", "O", "H", "H", "H", "H", "H", "H", "H", "H"],
  "positions_angstrom": [[-0.8940, -1.5955, 3.5611], [-0.3529, -0.3360, 3.6439], [-0.8163, 0.6257, 4.6548], [-1.8940, 0.5400, 5.1777], [0.0417, 1.6010, 5.0326], [0.5834, 2.3433, 3.9200], [1.2599, 3.6212, 4.4140], [2.7601, 3.6870, 4.0789], [3.2332, 5.0529, 3.5791], [2.4053, 5.5557, 2.3750], [3.2456, 6.0320, 1.1711], [3.5524, 4.9329, 0.1609], [4.0672, 3.8180, 0.8979], [4.0736, 2.6052, 0.1681], [5.5191, 2.1057, 0.0871], [6.1323, 1.8813, 1.4840], [6.6584, 0.5756, 1.5796], [7.2135, 2.9319, 1.8159], [7.1875, 3.2029, 3.1346], [7.0463, 4.0983, 1.1931], [8.4325, 2.4584, 1.5416], [3.0166, 1.3144, 1.0119], [3.6466, 0.0167, 0.2686], [1.1647, 1.6370, 0.1089], [4.5404, 5.3693, -0.9477], [4.3749, 4.5664, -2.1304], [3.4651, 5.0489, -3.0792], [3.2122, 3.9289, -4.1167], [4.3206, 2.8775, -4.2621], [4.0846, 1.6568, -3.3561], [4.3503, 0.3407, -4.0806], [3.8312, -0.7995, -3.3487], [4.4434, -2.0289, -3.3097], [3.6762, -2.9024, -2.5602], [2.5351, -2.1749, -2.0993], [2.6812, -0.8978, -2.6130], [2.2323, 5.3645, -2.4685], [1.5765, 6.5082, -2.9887], [0.0777, 6.3456, -2.7578], [-0.2802, 5.8615, -1.3433], [-1.2360, 4.6638, -1.4138], [4.6121, 7.1988, -1.2135], [5.5409, 7.7688, -0.2019], [-0.2646, -2.4507, 3.7868], [-1.9243, -1.7368, 3.2542], [0.4395, -0.0428, 2.9564], [-0.2182, 2.5782, 3.2174], [1.2864, 1.7040, 3.3879], [0.6895, 4.4581, 4.0190], [1.1440, 3.6229, 5.4964], [3.3044, 3.4702, 4.9996], [3.0569, 2.9350, 3.3527], [3.2534, 5.7899, 4.3801], [4.2587, 4.9457, 3.2268], [1.8608, 6.4449, 2.6985], [1.6418, 4.8455, 2.0509], [2.6529, 6.8159, 0.7012], [4.1508, 6.4911, 1.5670], [2.5973, 4.6330, -0.2724], [3.6545, 2.7226, -0.8295], [5.5299, 1.1931, -0.5030], [6.0547, 2.8522, -0.5000], [5.3560, 1.9619, 2.2419], [7.1015, 0.3845, 0.7478], [3.6766, -0.7300, 0.8765], [5.5293, 5.1384, -0.5522], [3.8534, 5.9006, -3.6477], [3.1311, 4.4200, -5.0890], [2.2472, 3.4666, -3.9246], [5.3199, 3.2899, -4.1520], [4.2510, 2.5134, -5.2895], [4.6610, 1.7149, -2.4406], [3.0235, 1.6340, -3.1135], [5.4240, 0.2038, -4.2061], [3.9041, 0.3682, -5.0764], [5.3748, -2.2691, -3.7922], [3.8773, -3.9378, -2.3487], [1.7132, -2.5067, -1.4925], [1.9952, -0.0789, -2.4826], [1.8996, 7.4402, -2.5153], [1.7437, 6.6271, -4.0619], [-0.3884, 7.3197, -2.9019], [-0.3098, 5.6522, -3.5030], [-0.7704, 6.6383, -0.7584], [0.5876, 5.5400, -0.7682], [-0.7559, 3.8229, -1.9146], [-2.1145, 4.9590, -1.9856], [-1.5123, 4.3075, -0.4234], [5.1731, 7.4215, -2.4857], [3.3647, 7.8274, -1.0769], [-2.1364, -3.2416, 0.3042], [-1.5186, -2.2497, -0.6691], [-2.5701, -1.3104, -1.2399], [-0.8648, -2.9487, -1.7277], [-2.8802, -3.8642, -0.2020], [-1.3735, -3.9122, 0.7026], [-2.6222, -2.7301, 1.1379], [-0.7460, -1.6679, -0.1616], [-3.3271, -1.8750, -1.7910], [-2.1147, -0.6082, -1.9393], [-3.0672, -0.7438, -0.4507], [-1.5272, -3.4709, -2.1929], [-5.2731, -7.4092, 1.5335], [-4.9216, -6.0239, 1.0158], [-5.9668, -4.9976, 1.4256], [-4.8036, -6.0494, -0.4081], [-6.2284, -7.7421, 1.1186], [-4.5182, -8.1346, 1.2270], [-5.3456, -7.4198, 2.6219], [-3.9456, -5.7249, 1.4013], [-6.9429, -5.2590, 1.0085], [-5.7030, -4.0110, 1.0420], [-6.0596, -4.9363, 2.5107], [-5.6583, -6.3104, -0.7670], [7.1855, 11.2401, -2.9254], [6.6681, 10.0525, -3.7198], [6.9449, 10.2135, -5.2068], [5.2642, 9.8959, -3.4999], [6.6884, 12.1602, -3.2460], [6.9745, 11.1083, -1.8642], [8.2613, 11.3649, -3.0547], [7.1391, 9.1379, -3.3561], [6.4408, 11.1026, -5.5957], [6.5640, 9.3559, -5.7628], [8.0135, 10.3085, -5.4025], [4.8230, 10.6928, -3.8121], [-9.4788, -10.7609, 0.7033], [-8.5395, -9.8836, 1.5142], [-8.2147, -10.5191, 2.8578], [-9.1270, -8.5985, 1.7183], [-10.4261, -10.9003, 1.2312], [-9.7105, -10.2943, -0.2550], [-9.0381, -11.7420, 0.5157], [-7.6167, -9.7170, 0.9563], [-9.1268, -10.6506, 3.4467], [-7.5459, -9.8768, 3.4322], [-7.7392, -11.4934, 2.7319], [-9.9443, -8.7265, 2.2115], [-12.2891, -14.5515, 1.7235], [-11.3484, -13.6675, 2.5276], [-11.0144, -14.2895, 3.8748], [-11.9429, -12.3823, 2.7235], [-13.2341, -14.6887, 2.2563], [-12.5224, -14.0874, 0.7649], [-11.8504, -15.5328, 1.5380], [-10.4300, -13.5016, 1.9629], [-11.9213, -14.4187, 4.4718], [-10.3448, -13.6399, 4.4394], [-10.5367, -15.2629, 3.7553], [-12.7573, -12.5102, 3.2213]],
  "atomic_forces_ev_per_a": [[0.2, 0.8, -0.1], [0.3, -0.3, -0.5], [-1.8, 0.7, -1.2], [-0.2, -0.2, 0.7], [0.1, 0.2, -0.4], [0.2, -0.1, -0.1], [0.0, -0.6, 0.1], [0.1, 0.6, 0.6], [-0.1, -0.5, -0.8], [0.2, 0.7, 0.1], [-0.2, -0.3, 0.7], [-0.3, 0.4, 0.5], [-0.3, -0.1, -0.2], [0.1, -0.5, -0.3], [-0.4, 0.5, -0.3], [0.0, -0.2, -1.1], [0.0, 0.1, 0.4], [-0.3, -0.5, 0.9], [0.1, 0.0, 0.1], [0.1, 0.1, -0.3], [0.2, 0.2, -0.4], [0.2, 0.1, 1.1], [-0.1, 0.1, -0.2], [0.2, 0.1, -0.3], [-1.0, -0.4, -0.3], [0.0, 0.4, 0.2], [-0.5, -1.3, -0.8], [0.9, 0.5, -0.3], [-0.6, -0.6, -0.1], [-0.2, 0.0, -0.6], [0.1, 0.2, 0.2], [0.3, -0.9, 0.4], [-0.3, -0.9, 0.4], [-0.4, 0.7, 0.1], [0.9, 0.7, -0.8], [-0.7, -0.2, 0.3], [0.5, 0.5, 0.0], [-0.9, 0.3, -0.1], [0.4, 0.2, 0.5], [-0.4, -0.7, 0.2], [0.3, 0.2, 0.0], [1.8, 0.6, 1.2], [0.0, 0.0, 0.2], [0.3, -0.3, -1.8], [-0.6, -0.1, 1.9], [1.3, -0.7, 1.3], [-0.2, 0.0, 0.1], [0.2, 0.1, 0.0], [0.2, 0.2, 0.0], [-0.1, 0.2, 0.0], [0.2, -0.2, -0.1], [-0.2, -0.1, -0.1], [-0.2, 0.1, 0.1], [0.2, 0.0, 0.2], [-0.2, -0.1, 0.0], [0.1, -0.2, 0.0], [0.2, 0.0, -0.4], [0.2, 0.1, -0.2], [0.1, 0.0, -0.3], [0.1, 0.2, -0.1], [0.1, -0.2, 0.2], [0.2, 0.0, 0.1], [0.1, 0.1, 0.2], [0.1, -0.1, 0.0], [-0.1, -0.1, -0.1], [0.2, 0.2, -0.1], [0.1, 0.4, 0.5], [-0.2, 0.1, 0.0], [0.0, -0.1, 0.2], [0.0, 0.1, 0.1], [0.1, 0.0, -0.1], [0.0, -0.1, 0.1], [0.0, 0.2, 0.3], [0.0, -0.2, -0.1], [-0.1, 0.1, -0.1], [0.1, 0.4, -0.2], [0.2, 0.0, -0.1], [-0.1, -0.1, 0.0], [0.1, 0.2, -0.1], [0.3, -0.1, 0.2], [0.2, -0.1, -0.1], [-0.1, 0.0, -0.3], [-0.1, 0.0, 0.0], [0.1, 0.2, -0.1], [0.2, 0.2, -0.1], [0.0, 0.0, -0.2], [-0.2, -0.2, 0.1], [-0.2, 0.1, 0.1], [-0.7, -0.3, -0.3], [-0.2, -0.4, -0.7], [0.1, -0.1, 0.1], [-0.5, -0.2, -0.2], [0.1, 0.2, -0.1], [0.3, 0.1, 0.1], [-0.1, 0.1, 0.0], [0.0, 0.0, 0.0], [0.0, 0.0, 0.0], [0.1, 0.0, -0.1], [0.0, 0.0, 0.1], [0.0, 0.0, 0.0], [0.0, 0.0, 0.0], [0.0, 0.0, 0.0], [0.2, -0.2, 0.0], [-0.6, -0.1, 0.0], [0.1, 0.2, 0.0], [0.3, 0.1, 0.0], [-0.1, 0.1, 0.1], [0.1, 0.0, 0.0], [0.0, 0.0, 0.0], [0.1, 0.0, -0.2], [0.0, -0.1, 0.1], [0.0, 0.0, 0.0], [0.0, 0.0, 0.0], [0.0, 0.0, 0.0], [0.0, -0.1, 0.2], [0.0, 0.5, -0.2], [0.0, -0.2, -0.1], [0.0, -0.4, 0.1], [0.0, 0.0, -0.1], [0.0, -0.1, 0.0], [0.0, 0.0, 0.0], [-0.1, -0.1, 0.1], [0.1, 0.1, 0.1], [0.0, 0.0, 0.0], [0.0, 0.0, 0.0], [0.0, 0.0, 0.0], [-0.1, 0.0, -0.2], [-0.4, -0.3, 0.3], [0.2, 0.1, 0.1], [0.3, 0.2, -0.2], [0.1, -0.1, 0.1], [0.1, 0.0, 0.0], [0.0, 0.0, 0.0], [0.0, 0.2, 0.0], [0.0, -0.1, -0.1], [0.0, 0.0, 0.0], [0.0, 0.0, 0.0], [0.0, 0.0, 0.0], [0.0, 0.1, -0.2], [-0.5, -0.2, 0.3], [0.2, 0.1, 0.0], [0.3, 0.1, -0.2], [0.0, -0.1, 0.1], [0.0, 0.0, 0.0], [0.0, 0.0, 0.0], [0.0, 0.2, 0.0], [0.0, -0.1, -0.1], [0.0, 0.0, 0.0], [0.0, 0.0, 0.0], [0.0, 0.0, 0.0]],
  "charge": 0,
  "smiles": "C=CC(=O)OCCCCCC[C@H](O[C@@H](C[C@@H](O)C(F)(F)F)P(O)Cl)[C@@H](O[C@@H](CCCCn1cccc1)OCCCC)[PH2]=O.CC(C)O.CC(C)O.CC(C)O.CC(C)O.CC(C)O",
  "lumo_ev": -0.51,
  "max_force_ha_per_bohr": 0.044
}

{
  "formula": "C4H4FNS2",
  "method": "ωB97M-V/def2-TZVPD",
  "species": ["C", "C", "C", "C", "H", "H", "H", "H", "N", "F", "S", "S"],
  "positions_angstrom": [[0.9243, -0.2771, -0.2249], [1.6302, 0.8631, -0.5076], [0.7781, 1.9965, -0.3419], [-0.4306, 1.4889, 0.0125], [1.6071, -2.2027, 0.9263], [2.6745, 0.8746, -0.7730], [1.0128, 3.0338, -0.4864], [-1.5570, -0.8602, 1.7936], [-0.3802, 0.1168, 0.1021], [-1.5556, 2.1092, 0.3128], [1.4299, -1.9372, -0.3754], [-1.7104, -0.8799, 0.4617]],
  "atomic_forces_ev_per_a": [[0.2, 0.4, -0.1], [-0.1, -0.2, 0.2], [-0.1, -0.3, -0.1], [0.3, -0.4, 0.1], [0.0, 0.0, 0.1], [0.0, 0.0, -0.1], [0.0, 0.1, 0.0], [0.0, 0.0, 0.1], [-0.3, 0.1, -0.1], [-0.2, 0.1, 0.0], [0.0, 0.0, -0.1], [0.2, 0.1, -0.1]],
  "charge": 0,
  "smiles": "Fc1ccc(S)n1S",
  "lumo_ev": 0.54,
  "max_force_ha_per_bohr": 0.009
}

> Which formula does entry 2 have?

C43H87ClF3NO13P2

> charge of number 2 (C43H87ClF3NO13P2)?

0